Density functional theory data (wB97M-V/def2-TZVPD) for a structure of composition C46H61MoN5O4SSe.

Element x y z (Å)
Mo: -1.339895 -0.473404 1.405842
O: -3.381445 4.088820 3.857300
C: -2.695761 4.555156 2.800487
C: -2.587596 5.940660 2.666721
C: -1.889830 6.488803 1.607516
C: -1.270215 5.674555 0.660248
C: -1.381843 4.302533 0.788236
C: -2.093188 3.728238 1.841404
C: -2.179454 2.262553 1.922007
O: -1.471111 1.551638 1.113508
N: -2.975921 1.695601 2.789646
N: -2.811538 0.344018 2.646135
C: -3.581373 -0.433121 3.356354
C: -3.576512 -1.803579 2.947448
C: -4.360052 -2.797248 3.528782
C: -4.431178 -4.027889 2.921335
C: -3.742420 -4.232929 1.727900
C: -2.957281 -3.219672 1.226020
N: -2.827239 -2.034163 1.840466
H: -3.366101 3.108277 3.825513
H: -3.075067 6.562388 3.407014
H: -1.826352 7.566954 1.516834
H: -0.723869 6.105022 -0.168448
H: -0.918477 3.640605 0.070192
H: -4.244634 -0.020139 4.103865
H: -4.915251 -2.570448 4.428997
H: -5.035551 -4.815668 3.351790
H: -3.809847 -5.163797 1.183862
H: -2.435690 -3.341773 0.289140
C: 5.246911 -3.855285 -1.002935
C: 5.257941 -2.329067 -1.075980
C: 6.419614 -1.811301 -0.216251
C: 5.488158 -1.919192 -2.536762
C: 3.942956 -1.728014 -0.579501
C: 2.871478 -2.493233 -0.158023
C: 1.710711 -1.863750 0.274796
Se: 0.126386 -2.838790 0.645239
C: -0.610248 -2.808700 -1.121823
C: -0.276643 -3.797330 -2.026188
C: -0.776245 -3.755427 -3.325044
C: -1.628693 -2.701958 -3.628560
C: -2.006855 -1.690655 -2.739262
C: -1.466650 -1.738953 -1.445433
O: -1.735184 -0.809245 -0.537444
C: -2.956602 -0.603453 -3.278022
C: -2.271505 0.111423 -4.453167
C: -3.363966 0.471704 -2.263703
C: -4.247894 -1.273076 -3.773663
C: -0.365483 -4.824551 -4.338774
C: -0.770090 -6.210191 -3.819151
C: -1.024311 -4.610218 -5.701138
C: 1.157414 -4.783803 -4.528314
C: 1.577557 -0.482686 0.335980
O: 0.477497 0.052197 0.836189
C: 2.621111 0.319055 -0.176275
C: 3.770864 -0.337532 -0.588463
C: 2.438977 1.826233 -0.353875
C: 3.679652 2.481530 -0.962056
C: 2.159207 2.507450 0.988204
C: 1.256722 2.070878 -1.306342
H: 6.207024 -4.244323 -1.348281
H: 4.467332 -4.283419 -1.638180
H: 5.091583 -4.211485 0.018176
H: 7.364892 -2.245175 -0.552768
H: 6.274370 -2.075785 0.833382
H: 6.509698 -0.725150 -0.277288
H: 6.420254 -2.351183 -2.910932
H: 5.555295 -0.835115 -2.644109
H: 4.668507 -2.268334 -3.168854
H: 2.910474 -3.574158 -0.176791
H: 0.392941 -4.591958 -1.715638
H: -2.034393 -2.648439 -4.629671
H: -1.351292 0.597607 -4.121586
H: -2.935217 0.878561 -4.860358
H: -2.016374 -0.574645 -5.262867
H: -2.511185 1.033632 -1.887562
H: -3.884953 0.048837 -1.405547
H: -4.042602 1.165152 -2.768797
H: -4.063862 -1.998915 -4.567460
H: -4.931599 -0.515881 -4.165494
H: -4.749482 -1.792434 -2.953538
H: -1.850621 -6.267607 -3.669171
H: -0.286266 -6.440548 -2.867925
H: -0.481742 -6.983743 -4.535672
H: -2.114241 -4.653813 -5.637256
H: -0.699472 -5.395146 -6.387456
H: -0.745516 -3.649742 -6.140530
H: 1.683344 -4.985847 -3.592664
H: 1.476739 -3.801854 -4.884272
H: 1.470180 -5.534474 -5.258954
H: 4.585520 0.263526 -0.969588
H: 4.553841 2.389135 -0.312201
H: 3.484447 3.547165 -1.102300
H: 3.928778 2.059677 -1.938654
H: 2.994315 2.367783 1.680269
H: 1.251585 2.124103 1.456874
H: 2.041872 3.583256 0.805220
H: 1.421855 1.561723 -2.259643
H: 1.166948 3.143180 -1.509276
H: 0.320872 1.712399 -0.880730
S: -0.149268 2.271224 4.753715
C: 0.206805 3.919790 4.811413
N: -0.393450 4.758508 5.679066
C: -0.174133 6.195952 5.757702
C: 1.210363 6.530868 5.233077
C: 1.386904 5.886055 3.871542
N: 1.119121 4.462613 3.986771
H: -1.125788 4.332177 6.221663
H: -0.275083 6.500992 6.799063
H: -0.933888 6.729186 5.178842
H: 1.969499 6.155118 5.922113
H: 1.325091 7.612349 5.155191
H: 2.403005 6.014443 3.499165
H: 0.706450 6.342186 3.148773
H: 1.520692 3.817230 3.328846
C: -0.409254 -1.076569 3.269692
H: -0.934318 -0.650431 4.127163
H: 0.620761 -0.720635 3.283725
H: -0.415457 -2.163672 3.380197

Cartesian forces (eV/Å) of the 6 atoms listed first:
Mo 0.4 -0.6 -0.3
O 0.0 0.1 0.0
C 0.0 0.1 0.1
C 0.0 0.0 0.0
C 0.1 0.0 0.0
C -0.1 -0.1 0.1

Summary:
- HOMO level (alpha / beta): -6.96 / -7.43 eV
- Molar mass: 954.99 u
- ΔE to the lowest compared entry with this formula, charge and spin: 0.000 eV
- 2S+1: 3
- Charge: 0

Atomic partial charges in e from the Löwdin method, atoms 1 to 5: Mo 1.69; O 0.05; C -0.28; C -0.03; C -0.09